The following is a quantum chemistry calculation of a molecular structure, C53H57F9MoN3O6P3, from the OMol25 dataset.

XYZ file:
```
132
Properties=species:S:1:pos:R:3:forces:R:3
Mo 0.3407 -0.3384 -0.1354 -0.405 -0.103 0.028
C 3.7418 -1.6514 -2.9280 0.004 0.028 -0.034
C 2.7455 -0.8649 -2.3257 0.008 -0.066 -0.015
N 2.0785 -1.2585 -1.2620 0.029 -0.111 0.055
C 2.4094 -2.4567 -0.6961 0.006 -0.031 0.009
C 3.3591 -3.3279 -1.2497 -0.078 0.044 0.014
C 4.0317 -2.8851 -2.4083 0.055 -0.010 -0.007
C 3.5814 -4.5744 -0.6131 0.058 -0.021 -0.002
C 2.8964 -4.8848 0.5274 -0.030 -0.046 0.051
C 1.9817 -3.9807 1.1160 0.090 0.076 0.011
C 1.7563 -2.7677 0.5221 0.074 -0.073 0.022
N 0.9289 -1.7490 1.0023 -0.047 0.120 -0.141
C 0.1573 -1.8970 2.1969 0.068 0.034 0.125
C -1.0263 -2.5913 2.2047 0.039 0.073 -0.082
C -1.7979 -2.6646 3.3789 -0.074 -0.031 0.028
C -1.3782 -2.0443 4.5228 -0.058 -0.013 0.013
C -0.1512 -1.3446 4.5535 0.081 0.016 0.001
C 0.3477 -0.7056 5.7174 -0.052 -0.019 -0.018
C 1.5571 -0.0829 5.6677 0.050 0.011 -0.011
C 2.2775 -0.0966 4.4497 0.037 0.035 0.021
N 1.8476 -0.6587 3.3512 0.047 -0.002 -0.052
C 0.6413 -1.2768 3.3871 0.023 -0.133 0.044
H 4.2641 -1.2712 -3.7955 -0.007 -0.009 0.013
H 2.4767 0.1048 -2.7253 0.011 0.020 0.017
H 4.7860 -3.5162 -2.8638 -0.019 0.015 0.003
H 4.3070 -5.2614 -1.0306 -0.021 0.006 0.010
H 3.0689 -5.8340 1.0178 0.008 0.009 -0.020
H 1.4875 -4.2395 2.0431 -0.010 0.019 0.009
H -1.3630 -3.0655 1.2924 -0.005 0.006 -0.016
H -2.7309 -3.2128 3.3694 0.021 0.017 -0.003
H -1.9781 -2.0904 5.4242 0.015 -0.006 -0.019
H -0.2357 -0.7291 6.6303 0.006 -0.005 -0.012
H 1.9776 0.4084 6.5344 -0.011 -0.003 -0.016
H 3.2501 0.3855 4.3934 -0.020 0.000 0.004
C 0.9911 -5.0562 -3.7433 -0.005 0.013 -0.028
C -0.3443 -5.0598 -3.0343 -0.015 0.015 0.009
C -0.5978 -6.3243 -2.2491 -0.014 -0.013 0.037
O -0.3385 -3.9498 -2.0622 0.096 -0.016 -0.006
P -1.2017 -2.6527 -2.1779 -0.006 -0.065 -0.004
O -1.0382 -1.8715 -0.9178 -0.071 0.091 -0.013
C -0.6805 -1.6906 -3.6033 0.119 -0.007 -0.031
P -0.8369 0.0769 -3.2708 0.032 -0.031 0.032
O 0.0661 0.4237 -2.1161 0.109 0.145 -0.145
O -2.3189 0.3631 -2.9284 -0.052 0.018 0.016
C -3.3976 0.7859 -3.8621 0.016 -0.013 0.022
C -3.5263 2.2861 -3.7624 0.010 0.021 0.009
C -4.6338 0.0283 -3.4450 0.013 -0.027 0.029
O -0.5727 0.8431 -4.5882 -0.007 0.027 -0.083
C 0.6003 1.0970 -5.4530 0.017 -0.011 0.104
C 1.4203 2.1978 -4.8312 0.012 0.013 0.005
C 1.3691 -0.1726 -5.7328 0.019 -0.027 -0.034
O -2.6730 -3.0331 -2.5215 -0.059 -0.023 0.012
C -3.5231 -3.7646 -1.5440 0.012 0.024 -0.024
C -4.3071 -2.7536 -0.7400 -0.009 0.001 0.018
C -4.3801 -4.7050 -2.3539 -0.002 -0.019 -0.011
H 1.0401 -5.8890 -4.4454 -0.014 0.009 0.015
H 1.7955 -5.1705 -3.0148 -0.009 0.004 -0.015
H 1.1497 -4.1349 -4.3074 0.005 -0.008 0.029
H -1.1630 -4.8775 -3.7344 -0.003 -0.005 -0.037
H 0.1991 -6.4759 -1.5188 -0.026 0.001 -0.011
H -0.6190 -7.1816 -2.9222 0.003 0.013 0.002
H -1.5530 -6.2788 -1.7240 0.031 -0.009 -0.015
H -1.2312 -1.9749 -4.5019 -0.053 0.019 0.042
H 0.3804 -1.8958 -3.7688 -0.015 -0.012 0.001
H -3.0841 0.4924 -4.8645 0.012 -0.004 -0.013
H -3.7738 2.5771 -2.7403 0.011 -0.008 -0.019
H -4.3254 2.6305 -4.4196 0.008 -0.021 0.000
H -2.6016 2.7777 -4.0642 -0.007 0.008 0.018
H -4.9128 0.2901 -2.4229 0.010 -0.003 -0.023
H -4.4652 -1.0473 -3.5045 -0.013 0.019 0.001
H -5.4625 0.2862 -4.1044 0.021 0.015 -0.006
H 0.1303 1.4485 -6.3684 -0.026 0.014 -0.021
H 1.8388 1.8896 -3.8698 -0.021 0.007 -0.015
H 0.8082 3.0823 -4.6734 0.002 -0.001 -0.002
H 2.2393 2.4702 -5.4990 -0.014 -0.020 0.012
H 1.8583 -0.5548 -4.8339 -0.033 0.008 -0.037
H 2.1515 0.0495 -6.4598 -0.027 0.001 0.007
H 0.7305 -0.9459 -6.1616 0.015 0.010 0.021
H -2.8443 -4.3289 -0.8983 0.002 0.003 0.024
H -5.0038 -2.2134 -1.3820 0.029 -0.001 0.013
H -3.6434 -2.0404 -0.2505 -0.012 0.005 -0.008
H -4.8863 -3.2709 0.0262 0.009 -0.008 -0.019
H -4.9951 -4.1425 -3.0576 0.010 -0.013 0.007
H -5.0428 -5.2614 -1.6905 0.018 0.006 -0.002
H -3.7710 -5.4193 -2.9086 -0.022 0.015 0.000
C -1.4207 0.7380 0.2357 0.174 -0.021 0.090
H -1.5942 0.3139 1.2423 0.007 0.022 0.003
H -2.2337 0.4331 -0.4194 -0.059 0.025 -0.019
H -1.3761 1.8223 0.3267 -0.077 0.015 -0.001
F -0.0364 4.9100 6.2053 0.057 -0.007 0.065
C -0.8539 4.9827 5.1440 0.004 -0.012 -0.051
F -2.0414 4.4908 5.5224 -0.074 -0.024 0.024
F -1.0189 6.2742 4.8461 -0.009 0.052 -0.005
C -0.2883 4.2056 3.9818 0.006 -0.010 0.010
C -0.4346 2.8257 3.9595 -0.027 -0.020 -0.024
C 0.1077 2.0981 2.9154 0.020 0.097 -0.024
C 0.8108 2.7377 1.8954 0.007 0.053 0.050
C 0.9479 4.1243 1.9303 0.006 -0.040 0.004
C 0.3970 4.8582 2.9708 0.032 0.008 -0.023
P 1.6118 1.7149 0.6196 0.005 -0.267 -0.011
C 3.3022 1.4544 1.2510 0.007 0.104 0.004
C 3.9361 0.2241 1.1202 -0.028 -0.017 0.037
C 5.2318 0.0510 1.5761 0.010 -0.039 0.002
C 5.8996 1.1108 2.1708 -0.025 0.011 -0.008
C 5.2780 2.3417 2.3180 -0.042 -0.003 -0.003
C 3.9802 2.5099 1.8589 0.012 0.012 0.023
C 7.2939 0.8881 2.6990 -0.022 0.026 -0.012
F 7.2581 0.2308 3.8693 -0.007 -0.028 0.058
F 7.9421 2.0383 2.8989 0.026 0.035 0.008
F 8.0192 0.1471 1.8496 0.042 -0.037 -0.044
C 1.8443 2.8673 -0.7742 0.006 0.058 -0.007
C 0.7461 3.5945 -1.2436 -0.006 -0.028 0.001
C 0.9117 4.5417 -2.2342 -0.042 0.010 -0.018
C 2.1712 4.7486 -2.7889 0.013 -0.011 0.015
C 3.2566 4.0052 -2.3659 0.012 -0.019 0.045
C 3.0935 3.0673 -1.3501 -0.025 0.011 -0.022
C 2.3181 5.8000 -3.8581 0.004 -0.009 0.064
F 1.5013 5.5372 -4.8979 -0.041 -0.009 -0.064
F 1.9839 7.0082 -3.3924 -0.004 0.055 0.001
F 3.5641 5.8663 -4.3325 0.037 0.006 -0.031
H -0.9806 2.3260 4.7493 0.005 0.000 -0.017
H -0.0155 1.0252 2.9004 -0.034 -0.010 -0.023
H 1.4826 4.6447 1.1462 -0.005 0.006 -0.003
H 0.5038 5.9340 2.9947 -0.010 -0.002 -0.007
H 3.4087 -0.6189 0.7032 0.001 0.015 0.017
H 5.7211 -0.9097 1.4794 -0.007 0.010 -0.004
H 5.8016 3.1627 2.7884 -0.004 -0.005 -0.010
H 3.5010 3.4723 1.9855 0.004 -0.009 -0.010
H -0.2353 3.4447 -0.8091 0.019 0.011 0.001
H 0.0676 5.1293 -2.5766 0.027 -0.017 0.019
H 4.2321 4.1699 -2.8028 -0.006 0.004 0.009
H 3.9558 2.5201 -0.9919 0.011 -0.002 0.001
```
Positions in Å, forces in eV/Å.

Output
* charge: +2
* 2S+1: 1
* DFT total energy: -126818.4736 eV